# 1
Density functional theory data (ωB97M-V/def2-TZVPD) for a single CH4BF molecule at a distorted geometry.

LUMO (eV): -0.283
SMILES: BCF
Multiplicity: 1
Energy above the lowest of the compared OMol25 structures with the same formula, charge and spin (eV): 0.494
Total charge: 0
Frontier orbital gap (eV): 11.34

Last column: natural (NBO) charge in e.
CARTESIAN COORDINATES (ANGSTROEM)
B 0.855 -0.488 -0.098  0.458
C -0.481 0.250 0.186  -0.326
F -1.689 -0.039 -0.582  -0.392
H 1.672 -0.867 0.592  -0.077
H 1.031 -0.590 -1.238  -0.085
H -0.439 1.373 -0.054  0.228
H -0.949 0.360 1.194  0.195

Cartesian forces, eV/Å:
B -1.346 0.480 -1.339
C -3.076 2.702 1.115
F 1.474 -0.651 -0.060
H 0.770 -0.106 1.287
H 0.222 -0.426 -0.891
H 1.097 -1.258 0.179
H 0.859 -0.739 -0.291



# 2
Density functional theory data (ωB97M-V/def2-TZVPD) for 2 unconnected molecules or ions with the total composition CH4BrClOP at a distorted geometry.

LUMO (spin up / spin down) (eV): -8.361 / -7.142
Multiplicity: 1
Energy above the lowest of the compared OMol25 structures with the same formula, charge and spin (eV): 3.750
Total charge: +1
Frontier orbital gap (spin up / spin down) (eV): 6.55 / 7.35

Last column: natural (NBO) charge in e.
CARTESIAN COORDINATES (ANGSTROEM)
C -0.149 0.266 -0.846  -0.839
O 0.042 -1.058 1.637  -0.918
P -1.084 -0.469 0.626  1.486
Cl -1.784 -2.191 -0.001  -0.101
Br -4.719 0.486 -0.248  0.022
H -0.977 0.335 -1.541  0.282
H 0.416 -0.627 -1.132  0.274
H 0.499 0.946 -0.474  0.262
H 0.579 -0.606 2.191  0.532

Cartesian forces, eV/Å:
C -2.587 -4.112 0.203
O -3.969 -1.875 -3.572
P 2.351 -1.208 0.465
Cl -0.469 0.208 -0.055
Br 0.143 -0.010 0.024
H 0.311 1.254 -0.456
H 0.070 -0.029 0.008
H 1.500 3.017 0.528
H 2.650 2.755 2.854



# 3
Density functional theory data (ωB97M-V/def2-TZVPD) for 2 unconnected molecules or ions with the total composition CH4BrClOSi at a distorted geometry.

LUMO (eV): -0.251
Multiplicity: 1
Energy above the lowest of the compared OMol25 structures with the same formula, charge and spin (eV): 2.589
Total charge: 0
Frontier orbital gap (eV): 9.84

Last column: natural (NBO) charge in e.
CARTESIAN COORDINATES (ANGSTROEM)
C 2.200 -0.477 -0.618  -0.125
O 0.504 0.434 -0.384  -1.046
Si -0.837 -0.245 0.155  1.220
Cl 1.975 -1.844 0.244  0.180
Br 3.398 0.803 0.132  0.148
H 2.174 -0.452 -1.770  0.266
H -1.978 -0.276 -0.814  -0.216
H -1.254 0.699 1.187  -0.205
H -0.355 -1.713 0.547  -0.221

Cartesian forces, eV/Å:
C -2.894 3.440 -1.525
O 4.027 -0.349 -1.413
Si -0.280 -1.496 0.195
Cl 0.769 -1.675 0.285
Br -0.416 -0.435 -0.417
H 0.132 -0.381 2.185
H 0.289 -0.256 0.031
H -0.321 -0.213 0.667
H -1.306 1.366 -0.007



# 4
Density functional theory data (ωB97M-V/def2-TZVPD) for a single CH4BrNO molecule at a distorted geometry.

LUMO (eV): 0.974
SMILES: NOCBr
Multiplicity: 1
Energy above the lowest of the compared OMol25 structures with the same formula, charge and spin (eV): 0.703
Total charge: 0
Frontier orbital gap (eV): 10.31

Last column: natural (NBO) charge in e.
CARTESIAN COORDINATES (ANGSTROEM)
N 0.156 -1.159 -0.853  -0.549
O 0.609 0.069 -0.407  -0.437
C -0.337 0.663 0.739  -0.188
Br 0.694 1.881 1.673  0.055
H -0.378 -0.984 -1.660  0.341
H 1.003 -1.733 -0.929  0.360
H -0.722 -0.016 1.415  0.204
H -1.026 1.278 0.021  0.213

Cartesian forces, eV/Å:
N 0.440 -0.934 1.920
O -0.916 1.707 2.768
C 0.936 1.561 -6.046
Br 0.846 0.861 0.694
H -0.191 -0.260 -1.536
H -0.825 0.259 -0.553
H -0.908 -1.775 0.697
H 0.619 -1.419 2.056



# 5
Density functional theory data (ωB97M-V/def2-TZVPD) for 2 unconnected molecules or ions with the total composition CH4BrP at a distorted geometry.

LUMO (eV): 0.162
SMILES: C=P.Br
Multiplicity: 1
Energy above the lowest of the compared OMol25 structures with the same formula, charge and spin (eV): 2.236
Total charge: 0
Frontier orbital gap (eV): 9.81

Last column: natural (NBO) charge in e.
CARTESIAN COORDINATES (ANGSTROEM)
C 0.477 -0.726 -0.884  -0.857
P 1.541 0.183 -0.010  0.454
H -0.200 -1.502 -0.409  0.223
H -0.114 -0.464 -1.909  0.228
H 1.671 1.283 -0.996  -0.050
Br -1.857 0.876 1.487  -0.193
H -1.518 0.350 2.721  0.195

Cartesian forces, eV/Å:
C -3.724 -0.079 -1.807
P 0.048 0.729 -0.967
H 1.593 0.477 -0.277
H 2.050 -0.302 2.303
H 0.169 -0.877 0.652
Br -0.376 0.422 -0.781
H 0.238 -0.370 0.877



# 6
Density functional theory data (ωB97M-V/def2-TZVPD) for 2 unconnected molecules or ions with the total composition CH4BrP at a distorted geometry.

LUMO (spin up / spin down) (eV): -2.085 / -2.761
Multiplicity: 1
Energy above the lowest of the compared OMol25 structures with the same formula, charge and spin (eV): 2.565
Total charge: 0
Frontier orbital gap (spin up / spin down) (eV): 7.66 / 6.37

Last column: natural (NBO) charge in e.
CARTESIAN COORDINATES (ANGSTROEM)
C -0.189 0.187 -0.796  -1.046
P 1.235 -0.050 0.268  0.713
Br -0.427 0.862 2.889  -0.409
H -0.941 -0.230 -0.053  0.287
H -0.314 -0.428 -1.745  0.269
H -0.558 1.145 -0.713  0.252
H 1.195 -1.484 0.150  -0.066

Cartesian forces, eV/Å:
C -1.196 -3.213 0.837
P -0.097 0.092 0.879
Br 0.801 -0.592 -1.325
H 0.410 -0.338 -0.829
H 0.346 1.152 1.149
H -0.264 2.549 -0.992
H 0.001 0.349 0.281



# 7
Density functional theory data (ωB97M-V/def2-TZVPD) for 2 unconnected molecules or ions with the total composition CH4Cl2NP at a distorted geometry.

LUMO (spin up / spin down) (eV): -0.761 / -0.729
Multiplicity: 1
Energy above the lowest of the compared OMol25 structures with the same formula, charge and spin (eV): 3.907
Total charge: 0
Frontier orbital gap (spin up / spin down) (eV): 8.31 / 8.30

Last column: natural (NBO) charge in e.
CARTESIAN COORDINATES (ANGSTROEM)
C 0.324 -0.337 1.206  -0.972
N -1.648 -0.951 -1.773  -0.431
P 0.094 0.481 -0.437  0.934
Cl 2.005 0.900 -0.950  -0.275
Cl -0.603 2.279 0.098  -0.260
H -0.191 0.230 1.979  0.252
H -0.114 -1.330 1.139  0.255
H 1.382 -0.418 1.445  0.251
H -1.251 -0.854 -2.708  0.245

Cartesian forces, eV/Å:
C -0.045 0.156 -0.279
N 0.059 0.153 0.914
P -0.681 -1.428 -0.332
Cl 0.659 0.139 -0.115
Cl -0.304 0.825 0.277
H 0.005 0.012 -0.006
H -0.021 -0.069 -0.030
H -0.010 0.034 0.009
H 0.338 0.179 -0.437



# 8
Density functional theory data (ωB97M-V/def2-TZVPD) for a single CH4Cl2NP molecule at a distorted geometry.

LUMO (eV): 0.530
SMILES: CP(=N)(Cl)Cl
Multiplicity: 1
Energy above the lowest of the compared OMol25 structures with the same formula, charge and spin (eV): 0.000
Total charge: 0
Frontier orbital gap (eV): 10.48

Last column: natural (NBO) charge in e.
CARTESIAN COORDINATES (ANGSTROEM)
C -1.039 0.090 -0.782  -0.912
P 0.480 -0.047 0.353  1.594
N 0.138 -0.008 1.843  -1.270
Cl 1.604 1.498 -0.404  -0.299
Cl 1.600 -1.612 -0.357  -0.269
H -0.468 0.547 -1.559  0.236
H -1.327 -0.889 -1.097  0.245
H -1.885 0.711 -0.587  0.263
H 0.897 -0.288 2.591  0.411

Cartesian forces, eV/Å:
C 2.508 -0.438 0.479
P -1.753 0.416 -0.099
N 2.069 -1.061 2.076
Cl 0.182 0.071 0.074
Cl -0.352 0.141 -0.039
H -0.169 0.253 -1.263
H -0.227 -0.676 -0.045
H -0.209 0.396 0.998
H -2.049 0.898 -2.182



# 9
Density functional theory data (ωB97M-V/def2-TZVPD) for 2 unconnected molecules or ions with the total composition CH4Cl2O2P at a distorted geometry.

LUMO (spin up / spin down) (eV): -8.451 / -8.451
Multiplicity: 1
Energy above the lowest of the compared OMol25 structures with the same formula, charge and spin (eV): 4.824
Total charge: +1
Frontier orbital gap (spin up / spin down) (eV): 6.85 / 6.85

Last column: natural (NBO) charge in e.
CARTESIAN COORDINATES (ANGSTROEM)
C -0.456 0.860 0.431  -0.264
O 1.230 -2.809 -0.126  -0.614
O -1.117 -0.260 1.023  -0.766
P -0.487 -1.520 1.706  1.575
Cl -2.012 -2.531 2.374  -0.022
Cl 0.875 -1.001 3.028  -0.048
H 0.008 0.564 -0.512  0.228
H 0.294 1.283 1.099  0.213
H -1.236 1.597 0.230  0.243
H 0.747 -3.138 -0.889  0.455

Cartesian forces, eV/Å:
C 0.598 1.094 -0.737
O -1.051 1.564 2.540
O 0.011 -1.806 0.870
P 1.155 0.126 -2.191
Cl 0.561 0.049 -0.056
Cl -0.458 -0.412 -0.350
H -0.064 -0.111 0.133
H -0.102 -0.130 0.077
H 0.090 -0.224 0.128
H -0.741 -0.149 -0.414



# 10
Density functional theory data (ωB97M-V/def2-TZVPD) for 2 unconnected molecules or ions with the total composition CH4Cl2OP at a distorted geometry.

LUMO (spin up / spin down) (eV): -8.228 / -6.052
Multiplicity: 1
Energy above the lowest of the compared OMol25 structures with the same formula, charge and spin (eV): 4.021
Total charge: +1
Frontier orbital gap (spin up / spin down) (eV): 5.58 / 8.66

Last column: natural (NBO) charge in e.
CARTESIAN COORDINATES (ANGSTROEM)
C 0.284 1.092 -0.006  -0.208
O -1.235 -2.456 1.224  -1.002
P 0.031 -1.763 1.873  1.280
Cl -0.744 -0.993 3.581  -0.141
Cl 1.344 -3.177 2.250  -0.122
H 0.251 1.799 0.917  0.220
H -0.651 0.947 -0.397  0.177
H 1.217 0.701 -0.432  0.215
H -1.304 -2.765 0.190  0.581

Cartesian forces, eV/Å:
C 2.103 0.860 3.491
O -0.462 -1.001 -3.205
P -0.907 1.338 -0.607
Cl 0.475 -0.631 -0.691
Cl 0.204 -0.109 0.269
H 0.574 -1.385 -1.793
H -2.040 -0.628 -1.392
H -0.578 0.393 0.178
H 0.630 1.164 3.750



Which formula does entry 5 have? CH4BrP



What is the formula in the tenth record? CH4Cl2OP